[1]
Formula: C33H74F6InN3O3P2
Source: OMol25
Level of theory: wB97M-V/def2-TZVPD

XYZ file:
```
122
Properties=species:S:1:pos:R:3:forces:R:3:lowdin_charge:R:1
In -2.08267 4.95709 -1.40778 0.7 -0.1 -0.1 1.16
N -2.25494 1.51174 -0.40499 -0.3 1.5 -0.5 -0.56
O -1.90400 2.50869 0.27687 0.0 -0.4 0.3 -0.02
O -2.44703 1.75927 -1.60337 0.0 -0.8 0.2 0.05
O -2.44806 0.42906 0.10531 0.2 -0.2 0.0 0.11
C 2.93784 -0.84221 3.42349 -0.1 -1.0 0.1 -0.08
C 2.92806 -0.48941 1.93908 -1.3 0.4 0.3 -0.28
C 4.27884 -0.00223 1.44900 0.0 -0.8 0.3 -0.20
C 4.39391 0.69832 0.07033 0.3 0.4 0.8 -0.25
P 4.25842 -0.26887 -1.42264 0.8 -0.3 0.8 1.07
C 2.64663 -1.21862 -1.44666 1.7 0.1 -0.8 -0.21
C 1.44736 -0.32732 -1.14837 -0.7 0.4 -1.0 -0.21
C 0.22097 -0.85899 -1.94081 0.2 -0.9 0.4 -0.21
C -0.31418 -2.13411 -1.28855 -0.2 -0.7 0.2 -0.09
C 4.38027 0.77115 -2.93934 -0.2 0.4 -0.7 -0.20
C 5.62125 1.68399 -2.96281 -0.3 -1.3 1.1 -0.15
C 5.22992 2.96808 -3.75736 -0.3 1.5 -1.1 -0.12
C 6.41929 3.93967 -3.67581 0.1 -1.4 0.0 0.04
C 5.78310 -1.31451 -1.49030 -0.6 -0.2 0.8 -0.23
C 7.12863 -0.78546 -0.95166 -0.4 0.5 0.1 -0.23
C 8.24902 -1.76685 -1.18429 1.5 -0.3 -0.4 -0.24
C 9.49935 -1.57827 -0.29809 0.1 0.2 -0.1 -0.07
H 3.40384 -1.82042 3.56966 0.3 0.2 0.1 0.09
H 1.91626 -1.00479 3.77660 0.0 0.2 -0.1 0.06
H 3.40596 -0.10747 4.07486 0.1 0.1 -0.1 0.09
H 2.12255 0.24762 1.82086 0.5 0.6 -0.1 0.10
H 2.46871 -1.32235 1.39855 0.7 -0.3 -0.2 0.09
H 5.00330 -0.82237 1.51755 -0.1 -0.1 -0.2 0.12
H 4.66227 0.68938 2.20153 -0.1 0.3 -0.2 0.13
H 5.43495 1.03797 0.11562 -0.1 0.3 -0.5 0.09
H 3.73445 1.57075 0.04964 0.0 -0.1 -0.2 0.10
H 2.88694 -2.13242 -0.89173 -0.4 0.3 0.8 0.11
H 2.70021 -1.64103 -2.45964 -0.7 0.4 -0.2 0.11
H 1.61251 0.68705 -1.53143 0.2 0.0 -0.1 0.09
H 1.24160 -0.15859 -0.09849 0.1 -0.4 0.2 0.09
H 0.57344 -1.04020 -2.95727 -0.2 -0.1 -0.1 0.11
H -0.63023 -0.18535 -2.03215 0.4 0.5 0.2 0.09
H -0.92275 -1.91014 -0.40888 -0.1 0.2 -0.1 0.06
H 0.41968 -2.84618 -0.89898 0.4 0.3 -0.3 0.08
H -0.91182 -2.74009 -1.97586 -0.1 0.2 0.0 0.08
H 3.45134 1.35557 -3.04341 -0.3 -0.2 0.5 0.09
H 4.34688 0.08746 -3.79393 0.2 0.1 -0.1 0.13
H 6.46002 1.24361 -3.50840 0.1 0.1 0.0 0.14
H 5.93897 1.87719 -1.94006 0.1 0.5 -0.2 0.11
H 4.28700 3.36974 -3.34108 0.0 -0.3 0.4 0.11
H 4.92724 2.84496 -4.80833 0.2 -0.1 -0.1 0.16
H 6.33992 4.71531 -4.44775 -0.5 0.1 0.1 0.14
H 7.39648 3.50448 -3.94294 0.2 0.1 0.2 0.13
H 6.45415 4.17994 -2.60955 0.3 0.5 -0.1 0.12
H 5.85367 -1.75214 -2.48646 0.1 0.0 -0.1 0.11
H 5.51897 -2.13399 -0.80511 -0.1 -0.2 -0.2 0.12
H 7.10278 -0.55131 0.12099 -0.4 -0.2 0.0 0.12
H 7.36577 0.20230 -1.37416 0.2 0.0 -0.3 0.12
H 8.67744 -1.68966 -2.19772 -0.6 -0.1 -0.1 0.14
H 7.90331 -2.79534 -1.06157 -0.2 0.0 -0.2 0.12
H 9.28569 -1.90917 0.72188 0.1 0.4 0.1 0.09
H 9.89577 -0.56149 -0.35679 -0.4 0.2 0.5 0.09
H 10.37147 -2.13278 -0.65009 -0.4 -0.5 -0.2 0.09
C -1.46073 -3.02808 2.92197 -0.4 0.1 0.3 -0.08
C -1.31397 -1.51722 3.13000 0.0 -0.7 0.4 -0.26
C -2.62731 -0.78244 3.42499 1.0 0.8 -0.1 -0.18
C -2.25474 0.68954 3.63350 0.5 -0.6 0.3 -0.13
N -3.37217 1.58436 4.10042 -0.6 0.1 -0.7 -0.25
C -4.63209 1.32484 3.31933 0.2 -0.3 -2.3 -0.13
C -5.51052 2.54692 3.50180 0.2 -0.6 2.3 -0.12
C -4.47692 3.69164 3.69867 -1.1 0.7 -1.3 -0.12
C -3.10666 3.05883 3.79569 0.6 -0.4 0.1 -0.07
C -3.71083 1.36070 5.54495 1.0 -0.1 0.2 0.06
H -1.77871 -3.55607 3.82455 -0.1 0.3 0.1 0.09
H -0.49597 -3.48073 2.69887 -0.1 0.0 -0.5 0.08
H -2.24340 -3.22585 2.18664 0.3 -0.3 -0.3 0.06
H -0.88696 -1.06075 2.23143 0.2 0.0 0.1 0.09
H -0.61387 -1.41251 3.96352 0.0 0.4 -0.1 0.11
H -3.09744 -1.17905 4.32321 -0.5 -0.3 -0.4 0.13
H -3.17535 -0.76352 2.47983 -0.7 -0.7 0.4 0.10
H -1.86361 0.99446 2.66320 -0.3 0.7 0.1 0.11
H -1.43462 0.75243 4.35018 -0.1 0.3 0.2 0.15
H -4.94098 0.28222 3.39742 -0.6 0.3 1.2 0.14
H -4.42836 1.30036 2.23406 0.9 0.3 0.2 0.13
H -6.03845 2.43284 4.45063 -0.5 0.1 -0.3 0.11
H -6.23018 2.67078 2.70201 0.1 0.1 -0.1 0.13
H -4.70405 4.38686 4.50402 0.0 -0.5 0.4 0.13
H -4.64327 4.32611 2.82348 0.8 0.0 -0.1 0.12
H -2.45109 3.50531 4.54178 -0.2 -0.2 0.3 0.14
H -2.49619 3.04362 2.89232 -0.4 0.1 -0.3 0.11
H -2.91901 1.80944 6.14236 0.0 0.0 0.0 0.12
H -3.71469 0.28922 5.72566 -0.2 0.0 0.0 0.11
H -4.65882 1.80715 5.82044 0.0 0.0 -0.2 0.11
C -5.80692 -3.42553 1.64886 0.5 0.2 0.3 -0.07
C -5.32136 -3.26582 0.20169 0.0 -0.1 0.7 -0.22
C -5.68336 -1.91096 -0.36346 0.0 0.3 -1.1 -0.11
N -5.33474 -1.72989 -1.84779 -0.7 -2.0 -0.2 -0.27
C -6.37922 -2.56171 -2.60438 0.4 0.6 0.5 0.06
C -5.38750 -0.29391 -2.26409 0.8 -0.5 -0.8 -0.08
C -4.53966 -0.24253 -3.57476 -1.4 -0.9 -0.2 -0.09
C -3.79086 -1.60301 -3.62074 1.1 0.2 -0.5 -0.14
C -3.96240 -2.23182 -2.26680 -0.4 1.1 1.1 -0.11
H -5.65002 -4.45814 1.95563 0.0 0.0 0.1 0.09
H -6.84559 -3.17007 1.85695 -0.1 0.0 -0.4 0.09
H -5.19891 -2.79733 2.30509 0.0 0.0 0.1 0.06
H -5.74325 -4.11208 -0.34034 0.0 0.3 -0.4 0.12
H -4.23742 -3.39759 0.20982 0.0 0.0 -0.1 0.10
H -5.19923 -1.03945 0.07708 0.1 -0.4 0.6 0.12
H -6.76278 -1.76017 -0.32652 0.0 0.1 0.2 0.14
H -7.31209 -2.03568 -2.42566 -0.3 -0.4 -0.2 0.12
H -6.34870 -3.54747 -2.15492 -0.3 0.0 -0.1 0.10
H -6.15945 -2.65899 -3.66294 0.1 0.3 0.0 0.11
H -6.44320 -0.10701 -2.43489 0.1 0.7 0.2 0.14
H -4.91266 0.29809 -1.48594 -0.3 0.1 0.2 0.11
H -5.27619 -0.22660 -4.37867 0.2 0.1 -0.2 0.12
H -3.94254 0.65186 -3.71235 0.2 -0.1 0.4 0.11
H -4.11816 -2.26680 -4.41962 -0.3 0.2 0.0 0.12
H -2.72466 -1.48981 -3.82756 0.0 0.2 0.1 0.12
H -3.86601 -3.31005 -2.17935 -0.3 0.0 -0.2 0.14
H -3.31445 -1.76610 -1.51929 0.3 -0.1 -0.1 0.11
P 1.58612 3.83526 -2.12447 -1.5 0.1 -0.8 0.19
F 0.19630 3.01601 -1.80759 -0.3 -0.2 0.6 -0.26
F 0.72169 4.64548 -3.24708 0.6 0.1 0.6 -0.17
F 1.17669 4.90375 -0.99099 0.3 0.2 -0.5 -0.16
F 2.95155 4.55207 -2.56944 -0.3 0.3 0.5 -0.12
F 2.36021 2.98238 -0.98001 0.2 -0.2 -0.4 -0.16
F 1.87901 2.67593 -3.23960 0.6 -0.3 0.1 -0.16
```
Forces are in eV/Å.

Values from the calculation:
E_HOMO in eV: -18.8
Energy in eV: -86049.2483
Frontier orbital gap in eV: 1.8
Charge: +4

=====

[2]
Formula: C33H75B5F20N9O3
Source: OMol25
Level of theory: wB97M-V/def2-TZVPD

XYZ file:
```
145
Properties=species:S:1:pos:R:3:forces:R:3:lowdin_charge:R:1
C -4.97024 -5.18608 -6.63773 0.5 0.1 -0.7 -0.07
C -5.74353 -4.64444 -5.43728 0.6 -0.3 -0.4 -0.14
N -5.05662 -3.52790 -4.74941 2.2 0.5 0.8 -0.06
C -5.39944 -2.22264 -4.81367 -0.9 2.3 0.8 -0.03
C -4.60185 -1.39603 -3.98987 0.2 -3.5 -2.2 0.04
N -3.60173 -2.28207 -3.58198 -0.3 -3.2 -1.0 -0.06
C -3.89215 -3.58400 -4.03395 -0.9 2.8 0.3 0.06
C -2.31923 -1.96973 -2.93499 -0.6 1.4 1.4 0.00
H -4.10992 -5.83378 -6.46910 -0.3 -0.3 0.7 0.08
H -4.51924 -4.40580 -7.25080 -0.4 0.5 0.1 0.08
H -5.65430 -5.70453 -7.30956 0.0 -0.2 0.2 0.09
H -5.91553 -5.42152 -4.69253 -0.2 0.1 -0.1 0.14
H -6.69204 -4.27647 -5.82846 0.0 0.2 0.5 0.13
H -6.21715 -1.91709 -5.44959 -0.1 0.0 0.3 0.13
H -4.58164 -0.31973 -3.90291 0.1 -0.3 0.2 0.13
H -3.31096 -4.48003 -3.87344 0.1 0.2 0.3 0.17
H -2.50304 -1.68508 -1.89900 -0.2 -0.3 0.3 0.09
H -1.97918 -1.02267 -3.35397 0.5 -0.4 -0.5 0.09
H -1.59239 -2.77419 -2.82255 -0.2 -0.1 -0.6 0.11
C -1.91700 -2.66659 6.59570 0.9 -0.2 -0.7 -0.06
C -0.57962 -3.17460 7.10575 -0.2 -1.1 0.3 -0.16
N 0.09227 -4.05922 6.10665 1.9 -1.2 -1.1 -0.04
C -0.56729 -5.04483 5.35271 2.7 -0.3 -1.1 0.01
C 0.42716 -5.64602 4.53206 -0.8 1.9 0.5 0.01
N 1.63869 -4.97372 4.75221 -0.4 -0.2 2.0 -0.05
C 1.43784 -4.14472 5.81102 -1.4 0.4 -0.9 0.02
C 2.96802 -5.17575 4.06958 0.4 0.0 0.0 0.02
H -1.72861 -2.19016 5.63361 -0.3 0.2 0.0 0.08
H -2.31191 -1.93369 7.29926 -0.2 -0.3 -0.1 0.09
H -2.55997 -3.52942 6.42186 -0.4 0.4 0.2 0.07
H -0.78554 -3.87228 7.91750 0.2 0.4 0.5 0.12
H 0.06105 -2.35302 7.42613 0.3 -0.4 -0.2 0.13
H -1.62829 -5.21650 5.45860 0.3 -0.1 -0.2 0.12
H 0.40114 -6.32589 3.69331 -0.4 -0.1 0.3 0.13
H 2.23050 -3.60698 6.30996 0.0 0.4 -0.2 0.16
H 3.82300 -4.72887 4.57694 -0.7 0.7 0.6 0.09
H 2.97369 -4.72294 3.07810 -0.5 0.0 0.1 0.10
H 3.33282 -6.20033 3.99705 -1.1 -0.4 0.0 0.09
C 0.99879 -0.18121 4.61178 -0.3 0.4 0.3 -0.05
C 1.58102 -1.07564 3.53303 0.8 -0.3 1.0 -0.16
N 1.63725 -0.52846 2.19569 -2.0 2.6 -3.2 -0.02
C 2.78163 -0.07146 1.52571 -2.1 0.4 -2.5 0.09
C 2.32512 0.48442 0.27554 0.7 -0.9 2.1 0.04
N 0.92898 0.36642 0.20650 2.0 -1.5 4.3 -0.07
C 0.56292 -0.16116 1.43333 0.3 0.0 -0.9 0.02
C 0.05035 0.80387 -0.81735 -1.2 0.9 -0.4 -0.03
H 1.23916 -0.48986 5.62916 0.6 -0.5 -0.2 0.08
H -0.08868 -0.24575 4.57527 0.0 0.5 -0.2 0.06
H 1.33871 0.85423 4.59138 -0.1 -0.1 -0.3 0.08
H 0.94111 -1.95771 3.55663 0.4 -0.4 -0.6 0.12
H 2.63634 -1.29861 3.69012 -0.2 -0.4 0.7 0.11
H 3.74684 -0.29418 1.95602 0.3 0.5 -0.2 0.13
H 2.85262 1.01915 -0.50048 0.3 -0.4 0.0 0.12
H -0.47839 -0.09042 1.71095 0.1 -0.7 0.3 0.15
H -0.06300 0.14690 -1.67970 1.0 -0.1 -0.1 0.08
H 0.32438 1.82885 -1.06721 0.1 -0.2 -0.5 0.08
H -0.98544 0.85265 -0.48141 0.1 0.0 0.7 0.08
C 2.24133 3.65662 3.23503 -0.8 2.0 0.0 0.10
N 2.39347 5.13810 2.73104 -0.1 -0.3 -0.7 -0.33
C 2.00080 6.14404 3.79182 -0.7 -0.8 0.5 0.00
C 3.85165 5.43860 2.36744 -1.2 -1.0 0.5 0.05
C 1.44730 5.43119 1.60285 -1.0 -1.5 -0.8 -0.10
C 1.36236 4.37656 0.42613 0.7 -0.3 1.1 -0.22
O 2.64593 4.00200 0.00082 0.0 0.4 -0.4 -0.04
H 2.29019 2.95868 2.39921 1.1 0.2 0.2 0.10
H 1.20626 3.60064 3.57207 0.0 0.0 0.5 0.09
H 2.96973 3.63879 4.04571 0.0 -1.0 -0.3 0.12
H 1.91445 7.14913 3.37898 0.5 -0.1 -0.1 0.11
H 2.65965 6.09674 4.65887 0.2 0.0 -0.3 0.11
H 1.00705 5.88111 4.15436 0.0 -0.2 -0.1 0.10
H 3.76841 6.30447 1.71060 0.7 0.3 0.5 0.10
H 4.31302 4.58346 1.87351 -0.1 -0.1 0.0 0.10
H 4.26527 5.51505 3.37301 0.8 0.6 -0.6 0.11
H 1.68953 6.40755 1.18315 0.1 0.0 0.1 0.13
H 0.46773 5.46759 2.07954 -0.2 0.1 -0.1 0.12
H 0.72720 4.73232 -0.38511 0.0 0.7 -0.1 0.10
H 0.92547 3.40583 0.66045 -0.3 0.2 0.8 0.10
H 3.10518 4.81173 -0.23375 0.5 -0.1 -0.3 0.09
C 0.14706 -3.52533 -7.54983 0.8 0.6 1.1 0.01
N 0.90334 -2.58531 -6.59371 -0.8 1.6 -0.5 -0.31
C 1.94322 -3.40146 -5.85624 -1.3 0.7 0.9 0.03
C 1.64838 -1.48475 -7.43825 -1.0 -1.2 0.1 0.04
C -0.08623 -1.78132 -5.58081 1.7 -0.3 -1.1 -0.04
C 0.68246 -0.79736 -4.63891 0.5 -1.0 0.2 -0.23
O 1.20688 -1.45779 -3.49899 -2.0 0.1 -0.9 -0.04
H -0.36265 -2.94044 -8.31546 0.3 -0.2 0.0 0.10
H -0.55437 -4.16938 -7.01945 -0.1 0.4 0.3 0.10
H 0.94219 -4.19782 -7.87177 -0.3 0.2 -0.8 0.10
H 2.46684 -4.08581 -6.52376 0.2 0.6 -0.1 0.11
H 1.36744 -3.99360 -5.14494 0.2 -0.1 0.1 0.11
H 2.50691 -2.65423 -5.29766 0.7 -0.5 -0.1 0.09
H 2.22012 -0.83475 -6.77589 0.3 -0.5 -0.2 0.09
H 0.92837 -0.88687 -7.99702 -0.3 -0.1 0.3 0.10
H 2.21323 -2.03370 -8.19171 0.4 0.2 0.4 0.11
H -0.72834 -2.52633 -5.11096 0.6 -0.1 0.5 0.10
H -0.76933 -1.20938 -6.20880 0.3 0.1 -0.4 0.12
H -0.02709 0.01465 -4.47992 -0.5 0.0 0.9 0.10
H 1.51191 -0.23585 -5.06879 0.0 -0.3 -0.7 0.12
H 2.10863 -1.16594 -3.34645 0.6 0.0 0.5 0.04
C -5.18989 4.59989 -0.15394 2.0 -0.2 0.5 0.03
N -3.67830 4.19042 -0.46451 -2.4 0.9 -0.5 -0.28
C -2.73234 4.67909 0.58558 0.0 0.2 0.9 -0.02
C -3.75805 2.61146 -0.35622 1.3 2.0 -1.1 0.05
C -3.36955 4.79552 -1.94557 -0.7 -1.8 2.0 -0.04
C -1.87591 4.76949 -2.31711 -1.3 -0.3 -0.7 -0.21
O -1.33268 3.46456 -2.16189 0.0 0.5 0.6 -0.07
H -5.80770 4.16298 -0.93848 0.1 0.0 0.3 0.10
H -5.35888 5.67233 -0.05681 0.4 0.0 -0.3 0.10
H -5.31906 4.17354 0.84087 -0.5 -0.1 -0.2 0.10
H -1.71897 4.29957 0.45468 -0.1 0.0 -0.5 0.09
H -2.98271 4.30593 1.57863 -0.4 -0.4 -0.2 0.09
H -2.74005 5.76062 0.72101 -0.1 0.1 -0.7 0.12
H -4.44436 2.20958 -1.10159 -0.1 0.3 0.0 0.09
H -4.06262 2.36180 0.66015 0.5 0.0 -0.1 0.11
H -2.72567 2.43107 -0.65584 -0.2 -1.1 0.6 0.07
H -3.91600 5.73241 -2.05394 0.7 0.5 0.6 0.13
H -4.03665 4.13541 -2.49994 0.7 -0.4 -0.6 0.12
H -1.30314 5.51629 -1.76727 0.0 -0.3 0.3 0.12
H -1.86785 5.10142 -3.35531 0.2 0.0 -0.2 0.13
H -1.29775 2.96158 -2.97883 0.0 0.3 -0.2 0.10
B 5.62427 1.58309 3.07881 1.0 -1.5 1.7 -1.50
F 5.21286 2.33163 2.04710 -1.2 2.1 -3.0 0.15
F 4.55738 1.32675 3.88907 -2.5 -0.3 0.7 0.13
F 6.14830 0.38353 2.62996 0.3 -0.5 -0.8 0.12
F 6.50193 2.29034 3.84802 1.6 1.1 0.6 0.14
B -1.79982 2.70353 3.67233 1.2 -0.1 0.6 -1.37
F -2.10790 2.41131 2.37819 -0.6 -1.3 -2.8 0.12
F -2.95610 2.67721 4.37963 -0.8 0.0 1.1 0.17
F -0.78900 1.83482 4.13500 -0.6 0.4 0.0 0.10
F -1.26522 3.99563 3.57987 0.6 1.4 0.4 0.09
B 4.20516 -0.65831 -3.25010 2.4 1.3 -0.7 -1.50
F 5.51604 -0.52374 -3.00336 2.2 0.2 0.4 0.19
F 3.56741 0.51832 -2.97123 -1.7 2.0 -0.2 0.14
F 4.10849 -0.96797 -4.61952 -1.4 -0.5 -1.3 0.10
F 3.68573 -1.57537 -2.44854 -1.9 -2.9 1.3 0.21
B 4.92174 -1.46002 5.66519 -0.6 2.4 0.3 -1.33
F 3.95140 -2.41442 5.10239 0.3 0.1 -0.1 0.01
F 4.33910 -0.21774 5.93702 -2.6 0.4 0.6 0.08
F 5.33543 -1.90683 6.87210 0.7 -1.9 1.4 0.15
F 5.90727 -1.03748 4.85601 1.7 -1.8 -1.7 0.18
B -1.93235 -3.16930 0.38997 1.2 0.0 0.9 -1.36
F -1.77234 -4.04525 -0.68503 0.0 0.2 -1.3 0.10
F -1.68802 -1.79889 0.14433 1.0 0.8 -1.3 0.07
F -3.20762 -3.14881 0.79734 -2.5 -0.8 0.8 0.17
F -1.04385 -3.59668 1.37390 0.3 0.0 0.5 0.10
```
Forces are in eV/Å.

Values from the calculation:
E_HOMO in eV: -9.4
Energy in eV: -112738.3673
Frontier orbital gap in eV: 5.9
Charge: +1

=====

no.,LUMO (eV),maximum force (eV/Å)
1,-17.061,2.3
2,-3.506,5.0